<P>
A 2-piece molecular cluster, C5H13NO2 overall. Source: OMol25; level of theory: ωB97M-V/def2-TZVPD.

Cartesian coordinates (Å):
C1 -0.448 0.438 -0.948
C2 0.127 -0.162 1.690
C3 -0.807 -1.898 -0.561
C4 0.587 1.320 -1.619
C5 1.602 0.011 1.762
N1 0.053 -0.742 -0.460
O1 -1.608 0.460 -1.735
O2 -0.857 1.173 0.419
H1 -2.279 -0.082 -1.304
H2 -1.048 2.127 0.359
H3 -0.267 -1.165 1.734
H4 -0.427 0.476 2.367
H5 -1.789 -1.786 -0.063
H6 -0.986 -2.185 -1.606
H7 -0.307 -2.748 -0.090
H8 0.880 0.860 -2.562
H9 0.185 2.315 -1.817
H10 1.463 1.394 -0.979
H11 1.911 -0.127 2.808
H12 2.119 -0.702 1.126
H13 1.896 1.023 1.479

HOMO level (alpha / beta) in eV: -7.94 / -7.94
Gap between HOMO and LUMO (alpha / beta) in eV: 8.46 / 8.46

Okay, here come the natural (NBO) numbers, in e, for every atom: number 1, C, carries 0.654; number 2, C, carries 0.021; number 3, C, carries -0.451; number 4, C, carries -0.637; number 5, C, carries -0.682; number 6, N, carries -0.596; number 7, O, carries -0.720; number 8, O, carries -0.801; number 9, H, carries 0.476; number 10, H, carries 0.474; number 11, H, carries 0.185; number 12, H, carries 0.186; number 13, H, carries 0.151; number 14, H, carries 0.204; number 15, H, carries 0.202; number 16, H, carries 0.226; number 17, H, carries 0.206; number 18, H, carries 0.218; number 19, H, carries 0.225; number 20, H, carries 0.237; number 21, H, carries 0.222

<Q>
A 2-piece molecular cluster, C5H13NO2 overall. Source: OMol25; level of theory: ωB97M-V/def2-TZVPD.

Cartesian coordinates (Å):
C1 0.215 1.666 0.152
C2 0.044 3.155 -0.140
C3 -0.903 1.129 1.089
N1 -1.689 0.048 0.429
C4 -0.986 -1.262 0.374
C5 -0.564 -1.304 -1.117
O1 0.503 -1.736 -1.502
H1 1.180 1.649 0.626
H2 0.212 1.131 -0.789
H3 0.619 3.504 -1.045
H4 0.227 3.705 0.718
H5 -0.981 3.391 -0.395
H6 -1.674 1.838 1.369
H7 -0.489 0.753 2.019
H8 -2.635 -0.013 0.870
H9 -1.624 -2.135 0.372
H10 -0.190 -1.297 1.135
H11 -1.335 -1.081 -1.837
H12 3.163 -1.267 -0.164
H13 1.879 -1.886 0.299
O2 2.824 -1.897 0.477

HOMO level in eV: -9.36
Gap between HOMO and LUMO in eV: 10.20

Okay, here come the natural (NBO) numbers, in e, for every atom: number 1, C, carries -0.421; number 2, C, carries -0.593; number 3, C, carries -0.215; number 4, N, carries -0.640; number 5, C, carries -0.342; number 6, C, carries 0.441; number 7, O, carries -0.549; number 8, H, carries 0.207; number 9, H, carries 0.209; number 10, H, carries 0.211; number 11, H, carries 0.200; number 12, H, carries 0.197; number 13, H, carries 0.199; number 14, H, carries 0.171; number 15, H, carries 0.370; number 16, H, carries 0.225; number 17, H, carries 0.204; number 18, H, carries 0.130; number 19, H, carries 0.466; number 20, H, carries 0.474; number 21, O, carries -0.944

<Q> (260.8 kJ/mol below the next structure)

<P>
A single C5H13NO2 molecule. Source: OMol25; level of theory: ωB97M-V/def2-TZVPD.

Cartesian coordinates (Å):
C1 -1.124 0.528 -2.010
O1 -1.672 1.828 -1.769
C2 -0.160 0.145 -0.911
C3 -0.905 -0.297 0.357
C4 -0.154 -0.319 1.708
C5 1.373 -0.285 1.629
O2 1.940 -0.676 2.857
N1 0.864 -0.717 -1.464
H1 -1.996 -0.120 -2.180
H2 -0.679 0.442 -3.000
H3 -1.543 2.369 -2.553
H4 0.270 1.080 -0.649
H5 -1.571 -1.126 0.184
H6 -1.619 0.521 0.455
H7 -0.298 -1.236 2.285
H8 -0.579 0.485 2.311
H9 1.692 0.701 1.328
H10 1.656 -1.018 0.904
H11 2.272 0.057 3.373
H12 1.750 -0.799 -1.001
H13 0.483 -1.564 -1.853

HOMO level in eV: -8.88
Gap between HOMO and LUMO in eV: 9.75

Okay, here come the natural (NBO) numbers, in e, for every atom: number 1, C, carries -0.067; number 2, O, carries -0.735; number 3, C, carries -0.082; number 4, C, carries -0.422; number 5, C, carries -0.425; number 6, C, carries -0.060; number 7, O, carries -0.729; number 8, N, carries -0.865; number 9, H, carries 0.162; number 10, H, carries 0.180; number 11, H, carries 0.474; number 12, H, carries 0.196; number 13, H, carries 0.203; number 14, H, carries 0.216; number 15, H, carries 0.216; number 16, H, carries 0.199; number 17, H, carries 0.159; number 18, H, carries 0.165; number 19, H, carries 0.473; number 20, H, carries 0.376; number 21, H, carries 0.363

<Q>
A 3-piece molecular cluster, C5H13NO2 overall. Source: OMol25; level of theory: ωB97M-V/def2-TZVPD.

Cartesian coordinates (Å):
C1 -2.831 0.497 0.030
N1 -1.579 1.135 -0.029
C2 3.310 0.971 -1.471
C3 -0.476 -0.010 1.881
C4 -0.534 0.311 0.366
C5 -0.362 -1.055 -0.356
O1 -0.939 -1.376 -1.339
H1 -3.643 1.223 -0.005
H2 -2.922 -0.151 -0.869
H3 -2.943 -0.167 0.895
H4 2.725 1.902 -1.473
H5 3.080 0.417 -0.540
H6 3.016 0.454 -2.381
H7 0.057 -0.922 2.122
H8 -1.465 -0.090 2.338
H9 -0.048 0.834 2.417
H10 0.366 0.878 0.104
H11 0.564 -1.584 0.034
H12 4.346 1.302 -1.425
H13 2.921 -1.254 1.162
O2 2.259 -0.626 0.852

HOMO level in eV: -8.01
Gap between HOMO and LUMO in eV: 4.21

Okay, here come the natural (NBO) numbers, in e, for every atom: number 1, C, carries -0.517; number 2, N, carries -0.022; number 3, C, carries -0.894; number 4, C, carries -0.569; number 5, C, carries -0.261; number 6, C, carries 0.467; number 7, O, carries -0.428; number 8, H, carries 0.233; number 9, H, carries 0.289; number 10, H, carries 0.215; number 11, H, carries 0.189; number 12, H, carries 0.284; number 13, H, carries 0.199; number 14, H, carries 0.263; number 15, H, carries 0.198; number 16, H, carries 0.244; number 17, H, carries 0.291; number 18, H, carries 0.264; number 19, H, carries 0.203; number 20, H, carries 0.431; number 21, O, carries -1.080

<P> (555.6 kJ/mol below the next structure)